The following is a quantum chemistry calculation of a structure of composition C38H37N2O2SSi2TcTe, from the OMol25 dataset.

XYZ file:
```
84
Properties=species:S:1:pos:R:3:forces:R:3:lowdin_charge:R:1
Tc -0.6263 0.0148 0.3784 -0.084 0.580 -0.140 1.04
C 0.2851 1.9107 -2.2888 0.107 -0.066 0.046 -0.07
O 0.2082 0.6153 -1.6901 -0.262 0.108 0.056 -0.32
C 0.5427 -0.4626 -2.4652 0.087 0.256 -0.173 -0.29
C 0.9973 -0.3802 -3.7697 -0.003 -0.104 -0.062 -0.01
C 1.3369 -1.5561 -4.4313 0.001 0.027 0.042 -0.08
C 1.2230 -2.7831 -3.7934 -0.012 0.002 0.052 -0.08
C 0.7694 -2.8514 -2.4828 0.057 -0.148 -0.101 -0.01
C 0.4344 -1.6867 -1.8195 -0.232 0.065 0.394 -0.21
N -0.0276 -1.6029 -0.4788 0.147 -0.147 -0.066 -0.17
N 0.0301 -2.7000 0.2094 -0.077 -0.012 0.159 0.09
C -0.2583 -2.8031 1.5279 0.073 -0.234 -0.087 -0.16
C -0.8004 -1.8375 2.4290 0.039 0.116 -0.320 -0.30
O -1.1634 -0.6440 2.0442 -0.090 -0.447 0.518 -0.23
C -0.9862 -2.1462 3.8153 -0.018 -0.008 -0.120 0.00
C -0.6549 -3.3522 4.3057 0.054 -0.182 0.023 -0.02
C -0.1300 -4.3844 3.4522 -0.070 0.045 0.168 -0.19
C 0.2183 -5.6406 3.9846 -0.013 0.017 0.019 -0.04
C 0.7283 -6.6306 3.1850 0.022 0.026 -0.084 -0.09
C 0.9042 -6.3819 1.8150 -0.020 -0.009 0.066 -0.08
C 0.5737 -5.1609 1.2784 0.003 0.017 0.028 -0.03
C 0.0477 -4.1313 2.0830 -0.036 0.113 -0.157 -0.12
H 1.3179 2.1232 -2.5699 0.029 0.018 0.011 0.10
H -0.0472 2.6114 -1.5321 -0.041 -0.010 -0.013 0.07
H -0.3660 1.9633 -3.1587 0.008 -0.013 -0.041 0.09
H 1.0804 0.5701 -4.2758 0.024 -0.003 0.011 0.11
H 1.6957 -1.5030 -5.4506 -0.023 -0.011 0.002 0.11
H 1.4867 -3.6923 -4.3170 -0.003 0.009 0.007 0.10
H 0.6679 -3.7940 -1.9638 0.018 0.019 -0.021 0.10
H -1.3888 -1.3615 4.4420 0.011 0.018 -0.028 0.12
H -0.7792 -3.5649 5.3612 0.006 -0.023 -0.015 0.11
H 0.0752 -5.8112 5.0458 -0.003 0.008 -0.016 0.11
H 0.9953 -7.5915 3.6053 -0.004 0.002 -0.012 0.10
H 1.3065 -7.1566 1.1743 -0.001 0.007 0.007 0.10
H 0.7251 -4.9690 0.2263 -0.003 -0.015 0.023 0.09
C -4.2082 0.1414 0.0903 -0.210 -0.075 0.101 -0.23
Si -2.6565 1.1145 -0.3092 0.140 -0.211 -0.122 0.50
C -2.9114 1.7184 -2.0755 -0.021 -0.014 -0.229 -0.22
C -2.6368 2.6787 0.7597 0.083 0.219 0.220 -0.30
C -3.8086 3.4393 0.8863 0.110 -0.027 0.021 -0.10
C -3.8331 4.6132 1.6220 0.008 -0.005 -0.003 -0.09
C -2.6785 5.0537 2.2588 0.002 -0.011 -0.017 -0.09
C -1.5122 4.3135 2.1538 -0.035 -0.049 -0.038 -0.11
C -1.4638 3.1274 1.4085 -0.336 0.058 -0.100 -0.31
Si 0.1484 2.1391 1.3912 0.417 -0.105 -0.174 0.49
C 1.5300 3.2692 0.7961 0.031 0.190 -0.220 -0.23
C 0.5617 1.8002 3.1957 0.071 -0.046 0.201 -0.21
H -5.1034 0.7540 -0.0626 0.012 -0.072 0.011 0.02
H -4.2031 -0.2022 1.1276 -0.006 0.001 -0.039 0.02
H -4.2899 -0.7371 -0.5565 -0.004 0.033 0.023 0.02
H -3.9693 1.9744 -2.1977 0.056 0.001 -0.021 0.03
H -2.6671 0.9554 -2.8224 -0.031 0.044 0.043 0.03
H -2.3314 2.6162 -2.2895 -0.053 0.003 -0.017 0.02
H -4.7213 3.1099 0.3980 0.020 -0.003 0.018 0.09
H -4.7503 5.1843 1.7041 0.012 -0.001 -0.004 0.10
H -2.6913 5.9696 2.8374 -0.006 -0.004 -0.003 0.10
H -0.6216 4.6650 2.6680 -0.021 -0.015 -0.008 0.10
H 1.5011 4.1907 1.3880 0.007 -0.042 -0.037 0.03
H 1.4489 3.5516 -0.2570 0.060 0.014 0.090 0.01
H 2.5078 2.8086 0.9486 0.005 0.030 0.029 -0.01
H 1.0973 2.6400 3.6516 -0.047 -0.029 0.004 0.03
H 1.1798 0.9052 3.3046 0.012 0.042 0.013 0.00
H -0.3610 1.6336 3.7565 0.036 -0.023 0.005 0.03
Te 3.1481 0.0325 -0.1868 -0.033 0.220 -0.456 1.49
C 5.1771 0.6182 -0.0577 0.046 -0.088 0.162 -0.88
C 5.7697 1.4450 -0.9709 0.180 0.050 0.038 -0.25
C 7.1533 1.6615 -0.6988 -0.118 0.004 -0.055 -0.19
C 7.5712 0.9936 0.4113 0.021 0.013 -0.068 -0.42
S 6.2980 0.1067 1.1259 0.143 -0.086 0.062 0.97
H 5.2443 1.8882 -1.8073 0.015 -0.014 0.013 0.09
H 7.7988 2.2846 -1.3013 -0.020 -0.007 0.012 0.10
H 8.5585 0.9777 0.8460 -0.026 0.016 -0.018 0.07
C 2.4232 -0.8425 1.3770 -0.088 -0.278 0.322 -0.42
C 3.1035 -1.1590 2.6145 -0.069 0.209 -0.029 -0.39
C 3.8544 -0.2010 3.3120 -0.006 -0.073 0.136 -0.11
C 4.3241 -0.4714 4.5882 0.006 0.047 -0.093 -0.08
C 4.1092 -1.7168 5.1626 -0.032 -0.026 -0.051 -0.08
C 3.4115 -2.6926 4.4579 0.024 -0.022 -0.007 -0.07
C 2.8853 -2.4122 3.2094 0.000 0.056 0.014 -0.03
H 4.0354 0.7656 2.8558 -0.056 -0.006 0.059 0.09
H 4.8753 0.2891 5.1267 -0.016 -0.002 0.012 0.11
H 4.4767 -1.9252 6.1591 0.024 -0.009 -0.016 0.10
H 3.2484 -3.6701 4.8952 -0.003 0.017 0.002 0.11
H 2.3082 -3.1574 2.6765 0.004 0.056 0.039 0.10
```
Positions in Å, forces in eV/Å.

Calculated values
F_max = 0.7 eV/A
HOMO energy (alpha / beta) = -7.09 / -7.08 eV